This record from OMol25 describes C5H11N3O in the gas phase in a non-equilibrium geometry. The level of theory is ωB97M-V with the def2-TZVPD basis set.

Geometry as XYZ:
```
20
Properties=species:S:1:pos:R:3:forces:R:3:lowdin_charge:R:1
C -0.788976 1.689648 -1.433802 2.3 -0.1 -0.6 0.016
C 0.576509 -0.135399 -0.739347 -1.2 -4.3 -0.3 -0.362
C 0.566340 -1.492091 -0.990758 -0.2 2.6 -0.8 -0.113
C 0.625039 -2.415200 0.106346 -3.2 -1.0 4.4 -0.157
C -0.671418 0.324273 1.410805 -0.8 -1.0 -1.1 -0.294
H -0.629910 2.690836 -2.068196 -0.6 -2.6 1.3 0.126
H -1.555052 0.940583 -1.741378 -0.2 1.5 0.5 0.097
H -0.694322 1.917032 -0.300682 -0.7 -0.2 -2.3 0.071
H 0.251216 -1.900588 -1.964709 0.7 0.6 0.2 0.119
H 0.822283 -1.822043 1.101867 0.3 -1.5 -1.9 0.093
H -0.580464 -2.644010 0.362643 3.0 0.1 -0.8 0.126
H 1.149066 -3.402962 0.067278 -0.3 1.1 -0.3 0.071
H 2.065076 1.450820 1.540377 -3.2 0.4 -3.5 0.181
H 1.381171 1.870810 -0.276429 -0.1 -1.1 3.8 0.145
H -0.575020 1.129464 2.116194 0.0 0.1 0.8 0.117
H -2.323093 -0.343896 1.935761 -1.2 0.5 0.8 0.028
N 0.511523 0.253853 0.670508 0.6 2.0 -2.0 -0.188
N 1.113358 1.541518 0.790479 4.6 1.5 0.3 -0.050
N -1.683150 -0.406107 1.188660 1.4 -0.5 -0.6 0.127
O 0.439825 0.753458 -1.775619 -1.0 2.1 2.0 -0.152
```
Forces are in eV/Å.

Summary:
- E: -436.4332 hartree
- LUMO level: 0.9 eV
- Net charge: 0
- Molar mass: 129.2 g/mol
- ΔE to the lowest compared entry with this formula, charge and spin: 134.2 kcal per mole
- HOMO energy: -8.24 eV